ORCA calculation (ωB97M-V/def2-TZVPD) on a gas-phase ion, C5H9N2 (charge +1) at a distorted geometry.

```
16
C5H9N2 | the Open Molecules 2025 dataset | ωB97M-V/def2-TZVPD
H -1.72635 1.78724 -1.25253
N 0.62993 -0.65778 0.06200
C -1.81821 0.85242 -0.55667
H 1.44786 -2.46776 0.87275
H -1.53814 1.95378 1.44828
H -2.07438 0.44024 1.62630
H 3.05374 0.79752 -0.47376
C -1.50278 1.03040 0.92135
H 2.34629 2.41868 -0.37674
H -2.53245 0.12103 -0.89026
C -0.47097 0.44003 0.12433
H 1.35191 -2.35912 -0.82271
N 2.27302 1.40221 -0.14598
H -0.24494 -2.49320 0.17316
C 0.89497 0.59625 -0.14091
C 0.84019 -2.05954 0.01748
```

energy: -304.9992 Eh
HOMO: -14.47 eV
2S+1: 1
charge: +1
LUMO energy: -0.152 hartree
SMILES: CN1C(=[NH2+])C12CC2

Atom charges from the Löwdin analysis, given in e for atoms 1 to 2: 0.151, 0.090

ORCA calculation (ωB97M-V/def2-TZVPD) on a gas-phase ion, C5H9N2 (charge +1) at a distorted geometry.

```
16
C5H9N2 | the Open Molecules 2025 dataset | ωB97M-V/def2-TZVPD
C -2.06387 -0.04441 1.45455
N -0.99657 -0.13000 0.54975
H 1.13305 -0.00266 0.89426
C 2.17851 1.54438 -0.10691
H 2.49131 1.96393 -1.04917
H -2.86577 -0.77186 1.29561
H -2.45575 0.97667 1.40975
H -0.02494 -1.59502 -2.23439
H -1.65587 -0.14710 2.46449
H 1.86938 -0.30311 -1.92627
C 1.51687 0.39972 -0.03208
H 2.42442 2.10586 0.77466
C 0.08848 -1.00887 -1.33088
H -1.82861 -1.66864 -0.59154
N 1.18863 -0.33802 -1.16754
C -0.99928 -0.98087 -0.40428
```

energy: -305.1117 Eh
HOMO: -14.14 eV
2S+1: 1
charge: +1
LUMO energy: -0.215 hartree
SMILES: C=C/[NH+]=C\C=N\C

Atom charges from the Löwdin analysis, given in e for atoms 1 to 2: -0.084, 0.010

ORCA calculation (ωB97M-V/def2-TZVPD) on a gas-phase ion, C5H9N2 (charge +1) at a distorted geometry.

```
16
C5H9N2 | the Open Molecules 2025 dataset | ωB97M-V/def2-TZVPD
C 0.94826 -2.49897 1.24647
N -0.47856 0.58017 -0.76757
C 0.26324 -1.33238 1.22160
H -1.12213 1.51805 1.03557
C 0.74116 1.10447 -0.24600
H -1.11824 0.81712 -2.70620
N -0.25352 -0.29711 1.31334
C -0.46693 0.86329 0.62146
H -2.35232 1.49037 -1.44018
H 0.44316 -3.27853 1.80017
H 0.97962 -2.84739 0.16034
H -0.80635 2.30642 -1.70435
H 1.47325 0.44582 -0.13417
H 1.00280 2.11990 -0.28831
C -1.22497 1.33383 -1.68285
H 1.97154 -2.32507 1.57070
```

energy: -305.0440 Eh
HOMO: -13.81 eV
2S+1: 1
charge: +1
LUMO energy: -0.163 hartree
SMILES: CC#[N+][C@H]1CN1C

Atom charges from the Löwdin analysis, given in e for atoms 1 to 2: 0.032, -0.111

ORCA calculation (ωB97M-V/def2-TZVPD) on a gas-phase ion, C5H9N2O (charge +1) at a distorted geometry.

```
17
C5H9N2O | the Open Molecules 2025 dataset | ωB97M-V/def2-TZVPD
H 0.86577 -1.63926 2.32826
H -0.52115 0.95938 -2.29716
C 0.05822 0.30043 -1.69167
C -1.08748 1.24777 0.01922
C -0.96367 2.01103 1.09472
O 2.48070 -0.10460 -1.11049
H -1.98154 1.15918 -0.64379
H -0.49602 -2.22904 1.46144
H -1.84814 2.62961 1.25323
C 0.76986 -0.74694 0.35385
H -0.05248 2.22966 1.69057
N 1.96860 -0.74268 -0.02390
H 0.68599 -0.16578 -2.41896
N -0.17551 0.26308 -0.42912
H 3.45987 -0.15712 -1.11545
H -0.36305 -0.58963 2.06350
C 0.19218 -1.42978 1.58774
```

energy: -380.2541 Eh
HOMO: -14.65 eV
2S+1: 1
charge: +1
LUMO energy: -0.184 hartree
SMILES: C=C[N+](=C)/C(C)=N\O

Atom charges from the Löwdin analysis, given in e for atoms 1 to 2: 0.063, 0.118

ORCA calculation (ωB97M-V/def2-TZVPD) on a gas-phase ion, C5H9N2O (charge +1) at a distorted geometry.

```
17
C5H9N2O | the Open Molecules 2025 dataset | ωB97M-V/def2-TZVPD
H -2.52998 3.99054 -0.10755
H 0.90269 -1.52294 1.46830
H -2.56359 2.99364 -1.77482
H -0.00108 -1.01432 -1.39429
N -0.87956 1.46896 -0.94423
N 0.62735 0.99189 1.13789
H 0.54023 -3.44978 -0.72803
H 1.25504 0.41361 1.67936
C 0.09293 0.55027 0.06065
C -2.35628 3.18540 -0.80091
C 0.78483 -1.74119 0.45967
H 2.06798 -2.69654 -0.66333
C 0.32005 -0.77035 -0.39634
O -1.44917 2.46812 -0.29651
C 1.22436 -3.03386 0.00893
H 0.54475 1.89996 1.43134
H 1.41945 -3.73342 0.85988
```

energy: -380.2179 Eh
HOMO (alpha / beta): -12.97 / -12.97 eV
2S+1: 1
charge: +1
LUMO energy (alpha / beta): -0.182 / -0.182 hartree

Atom charges from the Löwdin analysis, given in e for atoms 1 to 2: 0.124, 0.093

ORCA calculation (ωB97M-V/def2-TZVPD) on a gas-phase ion, C5H9N2O2 (charge +1) at a distorted geometry.

```
18
C5H9N2O2 | the Open Molecules 2025 dataset | ωB97M-V/def2-TZVPD
H -3.35170 0.12999 -1.03001
H -2.58284 1.30503 0.02795
C -0.16756 1.59118 0.37654
H 0.70941 2.03574 -0.08300
C 3.15553 -0.77640 -0.07324
C -1.50961 -0.53694 -0.13880
C -0.15647 0.19956 0.04497
H 2.58827 -1.70122 -0.49274
O -0.61871 -2.65147 -0.50110
H -3.42844 -0.12813 0.58447
H 3.70324 -0.17675 -0.82028
N -1.32865 -1.73128 -0.48162
H 0.01984 1.66842 1.56508
H -0.95565 2.13739 -0.01164
H 3.61290 -1.15948 0.90921
N 0.93959 -0.49588 -0.03415
C -2.74769 0.26661 -0.16623
O 2.11853 0.02363 0.32459
```

energy: -455.3985 Eh
HOMO (alpha / beta): -13.90 / -13.89 eV
2S+1: 1
charge: +1
LUMO energy (alpha / beta): -0.271 / -0.271 hartree
SMILES: CO/N=C(\C)C(C)=[N+]=O

Atom charges from the Löwdin analysis, given in e for atoms 1 to 2: 0.105, 0.080

ORCA calculation (ωB97M-V/def2-TZVPD) on 2 unconnected molecules or ions with the total composition C5H9N2O2 at a distorted geometry.

```
18
C5H9N2O2 | the Open Molecules 2025 dataset | ωB97M-V/def2-TZVPD
H 3.43301 0.28010 -4.44821
C -2.73278 -0.86490 2.30031
N -3.74462 1.01405 2.81622
H 2.07373 -0.51359 -3.59281
H -2.39924 -1.89403 2.16707
H -2.38717 2.35327 1.77721
H -1.20903 0.15101 1.17779
C 3.16930 -0.50557 -3.72034
N -2.06809 0.20536 1.75429
O 3.29223 -0.06836 -1.34191
C -3.80428 -0.34804 2.97899
H -4.41616 1.69807 3.20921
C -2.68677 1.34710 2.07038
O 5.19459 -0.23286 -2.54193
C 3.84242 -0.24663 -2.40569
H -4.59001 -0.83721 3.55470
H 5.54954 -0.05612 -1.62826
H 3.48332 -1.48161 -4.12697
```

energy: -455.7021 Eh
HOMO: -12.52 eV
2S+1: 1
charge: +1
LUMO energy: -0.125 hartree

Atom charges from the Löwdin analysis, given in e for atoms 1 to 2: 0.097, -0.019

ORCA calculation (ωB97M-V/def2-TZVPD) on a gas-phase ion, C5H9N2OS (charge +1) at a distorted geometry.

```
18
C5H9N2OS | the Open Molecules 2025 dataset | ωB97M-V/def2-TZVPD
H -3.16680 -1.21639 1.30093
H 0.32302 0.67071 1.97813
O 1.70104 -2.03647 0.26003
C 1.19032 0.80292 1.21356
C -2.92939 -1.09836 0.19747
H 1.58056 -0.33784 -2.14037
N -0.53881 -1.99203 0.28095
H 1.32376 1.88762 1.28876
C 1.73562 0.40458 -1.28050
H -3.77350 -0.55703 -0.28081
N -1.57412 -0.65860 -0.03026
H 2.13402 0.19655 1.56967
H -3.02986 -2.09335 -0.16422
C 0.76821 0.15539 -0.15352
C 0.65390 -1.47627 0.10725
S -0.98818 0.76387 -0.43189
H 1.76154 1.37423 -1.57031
H 2.72314 0.18954 -0.78833
```

energy: -778.4096 Eh
HOMO (alpha / beta): -15.01 / -14.34 eV
2S+1: 1
charge: +1
LUMO energy (alpha / beta): -0.262 / -0.287 hartree
SMILES: C[N+]1=NC(=O)C(C)(C)S1

Atom charges from the Löwdin analysis, given in e for atoms 1 to 2: 0.138, 0.108

What ΔE to the lowest compared entry with this formula, charge and spin values result from the calculations? In sequence: 144.8 74.2 116.8 124.0 146.8 206.0 15.4 137.6 kcal/mol.